Below is a 2-piece molecular cluster, C2H3ClO2 overall in a non-equilibrium geometry, with properties calculated with ωB97M-V with the def2-TZVPD basis set.

Its energy above the lowest of the compared OMol25 structures with the same formula, charge and spin is 38.5 kcal per mole. The calculation puts the largest force on an atom at 2.45 eV Å⁻¹. The calculation puts the LUMO energy at 0.379 eV. The calculation puts the frontier orbital gap at 10.9 eV. For the HOMO energy, the calculation gives -10.5 eV.

The geometry in XYZ format:
```
8
Properties=species:S:1:pos:R:3:lowdin_charge:R:1
O 2.1449 2.0738 -0.7029 0.043
C 1.4136 1.2816 -0.2430 -0.724
Cl 1.5830 0.5988 1.3293 0.659
H 0.7213 0.5500 -0.6523 0.038
C -1.4999 -1.0962 0.0374 -0.173
O -1.8052 -0.5135 1.0254 0.003
H -1.3958 -2.2074 0.1193 0.090
H -1.1619 -0.6871 -0.9131 0.064
```

***

Below is the molecule C3H6N2O in a non-equilibrium geometry, with properties calculated with ωB97M-V with the def2-TZVPD basis set.

Its energy above the lowest of the compared OMol25 structures with the same formula, charge and spin is 89.2 kcal per mole. The calculation puts the largest force on an atom at 5.94 eV Å⁻¹. The calculation puts the LUMO energy at 0.597 eV. The calculation puts the frontier orbital gap at 9.6 eV. For the HOMO energy, the calculation gives -9.0 eV.

The geometry in XYZ format:
```
12
Properties=species:S:1:pos:R:3:lowdin_charge:R:1
C -2.4732 0.3249 0.0461 -0.075
N -1.7195 -0.6799 -0.1021 -0.068
N -0.3973 -0.5440 0.0715 -0.113
C 0.2865 0.7046 0.0969 -0.236
C 1.8271 0.4773 -0.1158 -0.207
O 2.4641 -0.6116 0.0853 -0.025
H -3.4824 0.0988 -0.1267 0.038
H -2.1428 1.3630 0.1002 0.056
H 0.1019 -1.4201 -0.3290 0.177
H 0.0494 1.5040 -0.7412 0.138
H 0.3313 1.3698 1.0610 0.149
H 2.4058 1.5035 -0.5951 0.164
```

***

Below is a 2-piece molecular cluster, C8H8BCl3N2O overall in a non-equilibrium geometry, with properties calculated with ωB97M-V with the def2-TZVPD basis set.

The calculation puts the largest force on an atom at 3.87 eV Å⁻¹. The calculation puts the LUMO energy at -1.770 eV. The calculation puts the frontier orbital gap at 7.8 eV. For the HOMO energy, the calculation gives -9.6 eV.

The geometry in XYZ format:
```
23
Properties=species:S:1:pos:R:3:lowdin_charge:R:1
Cl -3.0888 2.3866 0.4999 0.514
B -1.9772 1.3084 1.4993 -1.800
Cl -2.1085 1.7303 3.3400 0.443
Cl -2.4266 -0.5658 1.4389 0.467
O -0.5781 1.4382 1.0269 -0.099
C 0.4395 0.6406 1.3274 -0.162
C 1.7588 1.2731 1.2649 -0.205
C 2.8110 0.7862 2.0297 -0.038
C 4.1053 1.2235 1.8447 -0.070
C 4.3617 2.2204 0.8850 -0.057
C 3.2816 2.7995 0.1724 -0.060
C 1.9848 2.3440 0.3830 -0.008
H 0.2623 -0.2101 2.0048 0.132
H 2.5369 0.0802 2.8004 0.120
H 4.9317 0.8195 2.4140 0.106
H 5.3793 2.5952 0.6668 0.113
H 3.4206 3.6029 -0.5557 0.109
H 1.1123 2.8091 -0.0954 0.134
C 0.6241 -0.7849 -0.2276 -0.017
N 1.4262 -1.9372 -0.2300 -0.041
N 2.1932 -2.7705 -0.3363 0.280
H 0.5678 -0.3185 -1.2217 0.123
H -0.3194 -0.8938 0.3357 0.017
```

***

Below is a 2-piece molecular cluster, C30H34N3S overall in a non-equilibrium geometry, with properties calculated with ωB97M-V with the def2-TZVPD basis set.

The calculation puts the largest force on an atom at 2.36 eV Å⁻¹. The calculation puts the LUMO energy at -3.703 eV. Its net charge is +1. The calculation puts the frontier orbital gap at 7.1 eV. For the HOMO energy, the calculation gives -10.8 eV.

The geometry in XYZ format:
```
68
Properties=species:S:1:pos:R:3:lowdin_charge:R:1
C 0.6264 4.2786 -0.5933 -0.172
C 1.3556 2.9528 -0.6476 -0.243
N 0.5589 1.7796 -1.0499 -0.007
C -0.5306 2.0463 -1.7305 -0.607
N -0.9800 3.3023 -2.0794 -0.100
C -0.0772 4.4460 -1.9016 -0.163
C -1.8342 3.4816 -3.2359 -0.191
C -3.0710 2.6239 -3.1404 -0.225
C -2.6703 1.1716 -3.3184 -0.466
S -1.4222 0.6120 -2.1500 1.003
H -0.0815 4.3001 0.2374 0.123
H 1.3423 5.0882 -0.4448 0.122
H 2.1969 3.0855 -1.3578 0.127
H 1.7830 2.7047 0.3266 0.105
H -0.6617 5.3621 -1.9555 0.125
H 0.6485 4.4531 -2.7299 0.140
H -2.1182 4.5393 -3.3051 0.130
H -1.2895 3.2327 -4.1570 0.138
H -3.5936 2.7533 -2.1866 0.112
H -3.7664 2.8980 -3.9365 0.122
H -3.5209 0.4948 -3.1557 0.078
H -2.2562 1.0006 -4.3219 0.081
C -5.5466 -0.2397 0.0464 -0.072
C -5.6736 -1.5820 0.4214 -0.063
C -4.6330 -2.2198 1.1023 -0.035
C -3.4618 -1.5195 1.4031 -0.226
C -2.3384 -2.2437 2.1013 -0.079
N -1.0075 -1.6798 1.7803 -0.059
C -0.1054 -1.3509 2.9104 -0.079
C 1.2160 -2.0772 2.8580 -0.236
C 2.3960 -1.3807 3.1284 -0.040
C 3.6263 -2.0315 3.0490 -0.064
C 3.6752 -3.3912 2.7278 -0.073
C 2.4905 -4.0961 2.4883 -0.066
C 1.2597 -3.4444 2.5789 -0.037
C -0.6286 -1.4682 0.5234 -0.023
C 0.5772 -0.8139 0.2053 -0.104
C 1.3844 -1.2406 -0.8169 0.030
C 2.8223 -1.0109 -0.7946 -0.206
C 3.8182 -2.0069 -0.9720 -0.024
C 5.1713 -1.6743 -0.9208 -0.074
C 5.5732 -0.3403 -0.7671 -0.067
C 4.6073 0.6591 -0.6090 -0.055
C 3.2642 0.2965 -0.5575 -0.037
C -3.3602 -0.1634 1.0821 -0.051
C -4.3781 0.4626 0.3553 -0.074
H -6.3579 0.2661 -0.4785 0.110
H -6.5812 -2.1346 0.1845 0.111
H -4.7046 -3.2715 1.3946 0.120
H -2.4467 -2.2015 3.1939 0.136
H -2.3406 -3.3047 1.8092 0.138
H 0.0569 -0.2638 2.9242 0.134
H -0.6566 -1.6136 3.8215 0.134
H 2.3401 -0.3194 3.3905 0.121
H 4.5452 -1.4788 3.2428 0.112
H 4.6355 -3.9060 2.6661 0.111
H 2.5146 -5.1563 2.2368 0.110
H 0.3219 -3.9864 2.4180 0.116
H -1.2732 -1.8262 -0.2875 0.151
H 0.8766 0.0513 0.8088 0.125
H 0.9571 -1.9688 -1.5202 0.139
H 3.5033 -3.0530 -1.0963 0.120
H 5.9314 -2.4510 -0.9810 0.109
H 6.6278 -0.0702 -0.7475 0.109
H 4.8829 1.7085 -0.4988 0.111
H 2.4878 1.0353 -0.3959 0.048
H -2.4674 0.3957 1.3721 0.117
H -4.2394 1.4984 0.0527 0.102
```

***

Below is the molecule C2H3NS3 in a non-equilibrium geometry, with properties calculated with ωB97M-V with the def2-TZVPD basis set.

Its energy above the lowest of the compared OMol25 structures with the same formula, charge and spin is 36.6 kcal per mole. The calculation puts the largest force on an atom at 5.47 eV Å⁻¹. The calculation puts the LUMO energy at -1.203 eV. The calculation puts the frontier orbital gap at 7.8 eV. For the HOMO energy, the calculation gives -9.0 eV.

The geometry in XYZ format:
```
9
Properties=species:S:1:pos:R:3:lowdin_charge:R:1
S -2.6104 -1.3109 -0.1776 0.647
C -1.4190 -0.1905 0.0616 -1.129
S -1.7656 1.5786 -0.1334 0.718
C -0.0769 -0.8057 0.0579 -0.366
N 0.8694 0.0937 -0.0323 -0.447
S 2.4837 -0.3166 -0.1897 0.753
H -0.4140 1.8673 0.0289 -0.112
H -0.0914 -1.8173 0.3026 0.068
H 3.0242 0.9013 0.0821 -0.132
```

***

Below is a 2-piece molecular cluster, C2H5IS overall in a non-equilibrium geometry, with properties calculated with ωB97M-V with the def2-TZVPD basis set.

Its energy above the lowest of the compared OMol25 structures with the same formula, charge and spin is 75.0 kcal per mole. The calculation puts the largest force on an atom at 1.25 eV Å⁻¹. The calculation puts the LUMO energy (spin up / spin down) at 0.257 / -0.045 eV. The calculation puts the frontier orbital gap (spin up / spin down) at 8.3 / 7.5 eV. For the HOMO energy (spin up / spin down), the calculation gives -8.1 / -7.6 eV.

The geometry in XYZ format:
```
9
Properties=species:S:1:pos:R:3:lowdin_charge:R:1
C 1.1077 0.0534 0.6572 -0.491
C -1.1190 0.7121 -0.7430 -0.623
S 1.6597 -1.3352 -0.1912 0.668
I -2.6988 -0.0987 0.3333 0.675
H 1.6913 0.9343 0.4984 -0.005
H 0.5816 -0.1007 1.5787 -0.003
H -0.8956 0.2375 -1.6755 -0.043
H -1.0306 1.7806 -0.6716 -0.044
H 0.7038 -2.1832 0.2137 -0.134
```